Here is a structure of composition C38H51Cl3N2O3PSiSn in a non-equilibrium geometry from the OMol25 dataset. Energies are from ωB97M-V/def2-TZVPD.

**Frontier orbital gap**: 4.807 eV
**Energy above the lowest of the compared OMol25 structures with the same formula, charge and spin**: 71.87 kJ/mol
**Electronic energy**: -109925.72802 eV
**Total charge**: -1

Atoms and positions in Å:
1 C -1.80 -1.84 -4.38
2 C -1.23 -2.63 -3.27
3 H -1.71 -2.37 -5.33
4 H -1.25 -0.89 -4.43
5 H -2.87 -1.59 -4.22
6 C -0.66 -3.84 -3.42
7 C -0.44 -4.48 -4.74
8 H -0.35 -4.42 -2.55
9 H -0.26 -3.75 -5.53
10 H -1.29 -5.10 -5.05
11 H 0.42 -5.14 -4.67
12 Sn -0.23 0.88 -0.53
13 Cl -2.53 1.66 -0.59
14 Cl 1.00 2.51 -1.82
15 H 0.57 4.94 3.34
16 H -1.48 6.23 2.10
17 C 1.03 4.97 2.34
18 C -0.88 6.10 1.19
19 N 0.00 4.95 1.30
20 H 1.68 4.11 2.21
21 C -0.33 3.79 0.73
22 O 0.19 2.69 1.09
23 H -1.56 5.97 0.34
24 H -1.06 3.83 -0.09
25 H 1.61 5.90 2.22
26 H -0.29 7.01 1.03
27 H 1.38 -1.01 -3.64
28 H 2.24 -3.63 -2.28
29 C 2.39 -0.81 -3.26
30 C 3.09 -2.94 -2.16
31 N 2.64 -1.56 -2.03
32 H 2.54 0.26 -3.13
33 C 2.60 -1.06 -0.78
34 O 2.19 0.08 -0.46
35 H 3.64 -3.20 -1.25
36 H 2.98 -1.78 -0.03
37 H 3.09 -1.19 -4.02
38 H 3.74 -3.04 -3.03
39 O -0.48 -0.84 -1.94
40 C -1.31 -1.94 -1.90
41 C 0.10 -3.22 -0.20
42 C -1.14 -2.92 -0.74
43 H 0.96 -2.61 -0.52
44 C 0.20 -4.29 0.69
45 H -2.36 -1.63 -1.82
46 C -2.29 -3.57 -0.29
47 H 1.19 -4.56 1.07
48 C -0.93 -4.99 1.09
49 C -2.19 -4.62 0.61
50 H -3.25 -3.23 -0.67
51 H -0.85 -5.77 1.85
52 H -3.09 -5.14 0.95
53 Si -0.61 3.27 -4.06
54 Cl -1.22 1.28 -3.70
55 C 1.19 3.89 -4.38
56 C -1.84 4.23 -2.97
57 C -1.06 4.14 -5.75
58 H 2.03 3.33 -3.93
59 H 1.24 4.92 -3.99
60 H 1.39 3.96 -5.46
61 H -0.31 3.91 -6.51
62 H -1.04 5.23 -5.59
63 H -2.06 3.88 -6.13
64 H -2.07 3.72 -2.02
65 H -2.79 4.34 -3.52
66 H -1.46 5.24 -2.76
67 C -0.83 3.19 5.30
68 C 0.26 2.34 5.50
69 C 0.53 1.31 4.58
70 C -0.28 1.15 3.45
71 C -1.38 1.99 3.28
72 C -1.65 3.01 4.18
73 P -0.03 -0.19 2.19
74 C 1.67 -0.77 2.54
75 C 2.70 0.20 2.54
76 C 4.03 -0.20 2.72
77 C 4.34 -1.56 2.84
78 C 3.34 -2.54 2.77
79 C 2.01 -2.13 2.61
80 C -1.07 -1.49 2.93
81 C -0.69 -2.30 4.01
82 C -1.61 -3.20 4.57
83 C -2.92 -3.24 4.09
84 C -3.31 -2.40 3.04
85 C -2.40 -1.52 2.46
86 H -1.05 3.99 6.01
87 H 0.89 2.46 6.38
88 H 1.37 0.65 4.76
89 H -2.01 1.86 2.40
90 H -2.50 3.68 4.01
91 H 2.44 1.25 2.41
92 H 4.80 0.57 2.77
93 H 5.39 -1.86 2.96
94 H 3.60 -3.60 2.81
95 H 1.23 -2.90 2.57
96 H 0.32 -2.29 4.41
97 H -1.29 -3.85 5.40
98 H -3.64 -3.91 4.56
99 H -4.33 -2.44 2.66
100 H -2.68 -0.86 1.63



Here is a structure of composition C38H52BN12SV in a non-equilibrium geometry from the OMol25 dataset. Energies are from ωB97M-V/def2-TZVPD.

**Frontier orbital gap (alpha / beta)**: 6.716 / 6.611 eV
**Energy above the lowest of the compared OMol25 structures with the same formula, charge and spin**: 329.77 kJ/mol
**Electronic energy**: -95328.53547 eV
**Spin multiplicity**: 2
**Total charge**: +1

Atoms and positions in Å:
1 V 0.22 0.54 -0.64
2 C 1.62 -2.32 -2.91
3 C 2.07 -0.95 -3.41
4 C 0.88 -0.14 -3.83
5 C 0.55 -0.09 -5.18
6 C -0.54 0.64 -5.61
7 C -1.27 1.33 -4.66
8 C -0.90 1.23 -3.34
9 N 0.14 0.49 -2.91
10 N 1.20 -2.22 -1.52
11 C 2.36 -2.25 -0.60
12 C 2.84 -0.90 -0.17
13 C 4.13 -0.56 -0.04
14 C 4.55 0.77 0.41
15 C 3.92 1.60 1.25
16 C 1.62 0.50 1.48
17 N 1.83 0.01 0.13
18 C 0.29 -3.28 -1.16
19 C -0.44 -2.96 0.13
20 C -0.95 -3.99 0.90
21 C -1.58 -3.69 2.09
22 C -1.69 -2.37 2.47
23 C -1.20 -1.39 1.62
24 N -0.58 -1.66 0.47
25 H 2.40 -3.07 -3.06
26 H 0.76 -2.63 -3.50
27 H 2.75 -1.07 -4.26
28 H 2.63 -0.44 -2.62
29 H 1.17 -0.62 -5.89
30 H -0.80 0.69 -6.66
31 H -2.12 1.95 -4.93
32 H -1.46 1.76 -2.58
33 H 3.18 -2.84 -1.03
34 H 2.04 -2.77 0.31
35 H 4.90 -1.27 -0.32
36 H 5.48 1.12 -0.01
37 H 4.40 2.56 1.41
38 H 1.39 -0.34 2.16
39 H 0.82 -4.24 -1.05
40 H -0.45 -3.43 -1.95
41 H -0.82 -5.01 0.58
42 H -1.98 -4.48 2.72
43 H -2.18 -2.07 3.39
44 H -1.32 -0.34 1.86
45 C 2.35 2.81 -4.17
46 C 2.57 2.61 -2.67
47 C 3.92 3.19 -2.24
48 C 1.47 3.25 -1.88
49 C 1.18 4.61 -1.79
50 C 0.16 4.71 -0.87
51 N -0.14 3.49 -0.45
52 N 0.64 2.57 -1.06
53 B -1.05 3.03 0.71
54 N -0.10 2.28 1.68
55 C 0.85 3.03 2.39
56 C 2.11 2.67 2.57
57 C 2.72 1.36 2.14
58 N 0.33 1.13 1.16
59 C 3.21 0.62 3.45
60 C 3.71 -0.80 3.22
61 C 4.30 1.38 4.20
62 N -2.14 2.09 0.12
63 C -3.44 2.39 0.04
64 C -4.11 1.30 -0.46
65 C -3.12 0.33 -0.67
66 N -1.91 0.84 -0.37
67 C -3.34 -1.10 -1.08
68 C -4.83 -1.41 -1.23
69 C -2.58 -1.48 -2.35
70 H 3.11 2.27 -4.74
71 H 2.44 3.87 -4.42
72 H 1.37 2.48 -4.49
73 H 2.57 1.55 -2.42
74 H 3.99 4.25 -2.52
75 H 4.73 2.66 -2.75
76 H 4.07 3.10 -1.17
77 H 1.67 5.42 -2.32
78 H -0.36 5.57 -0.48
79 H -1.57 3.98 1.22
80 H 0.46 3.97 2.76
81 H 2.75 3.36 3.11
82 H 2.32 0.58 4.09
83 H 4.63 -0.80 2.63
84 H 2.98 -1.45 2.72
85 H 3.93 -1.26 4.19
86 H 5.24 1.37 3.63
87 H 4.50 0.90 5.15
88 H 4.04 2.42 4.41
89 H -3.79 3.37 0.33
90 H -5.17 1.20 -0.63
91 H -2.96 -1.71 -0.26
92 H -5.28 -0.82 -2.03
93 H -5.36 -1.20 -0.30
94 H -4.97 -2.46 -1.47
95 H -2.88 -0.85 -3.19
96 H -2.79 -2.52 -2.62
97 H -1.50 -1.38 -2.22
98 N -3.66 2.29 3.44
99 C -4.60 1.39 3.10
100 N -5.84 1.89 2.87
101 S -4.26 -0.23 2.93
102 H -3.84 3.28 3.40
103 H -2.71 1.98 3.51
104 H -6.09 2.82 3.18
105 H -6.58 1.22 2.77



What is the formula in the second record?
C38H52BN12SV



Among the records above, which one has the lowest energy above the lowest of the compared OMol25 structures with the same formula, charge and spin?
C38H51Cl3N2O3PSiSn